{"formula": "C19H17N2O5S2", "method": "ωB97M-V/def2-TZVPD", "lumo_ev": 2.4, "total_charge": -1, "e_tot_ha": -2016.26570, "gap_ha": 0.20379, "species": ["C", "O", "C", "C", "C", "C", "C", "C", "S", "O", "O", "C", "C", "C", "C", "C", "C", "S", "O", "O", "C", "C", "H", "H", "H", "H", "H", "H", "H", "H", "H", "H", "H", "H", "C", "C", "N", "C", "C", "N", "H", "H", "H", "H", "H"], "xyz": [[-5.769543, -2.681847, 0.571170], [-5.146424, -1.901300, -0.469875], [-3.983889, -1.248650, -0.210773], [-3.253149, -1.363889, 0.998807], [-2.030594, -0.723045, 1.113770], [-1.516416, 0.086231, 0.075028], [-0.165654, 0.609819, 0.107131], [0.902870, -0.183185, 0.316122], [2.594717, 0.396869, 0.201324], [2.749112, 1.210788, -0.984735], [3.041097, 0.859028, 1.493805], [3.311746, -1.233759, -0.120701], [2.455215, -2.311441, 0.006564], [2.874173, -3.616646, -0.224699], [4.203368, -3.832521, -0.577948], [5.080140, -2.752136, -0.703818], [4.644142, -1.446167, -0.474044], [0.731856, -1.964870, 0.394831], [0.467072, -2.382871, 1.751742], [-0.052981, -2.457123, -0.711847], [-2.340959, 0.318437, -1.048397], [-3.504015, -0.393369, -1.232205], [-6.717986, -3.001577, 0.136903], [-5.154536, -3.558357, 0.820433], [-5.952123, -2.076619, 1.471300], [-3.620811, -1.966009, 1.831746], [-1.460578, -0.822914, 2.037466], [0.023554, 1.660648, -0.150590], [2.156435, -4.428655, -0.125909], [4.542767, -4.850480, -0.756165], [6.115815, -2.921607, -0.987386], [5.304160, -0.589343, -0.560567], [-1.979305, 1.001386, -1.819761], [-4.087178, -0.317542, -2.148644], [1.074932, 4.418298, -1.791254], [0.620630, 4.443880, -0.397052], [0.588366, 5.567100, 0.381162], [0.127217, 5.165305, 1.603472], [-0.125601, 3.766555, 1.541323], [0.179964, 3.341764, 0.287560], [1.296302, 3.388674, -2.084215], [0.304144, 4.832414, -2.454137], [1.981273, 5.025560, -1.906985], [-0.014346, 5.804572, 2.467250], [-0.494964, 3.128578, 2.332780]], "atomic_forces_ev_per_a": [[0.5033, 0.4247, -0.5088], [-0.4997, -0.3238, 0.4036], [0.9776, 0.3749, 0.5477], [-0.7447, -0.0729, -0.7594], [0.4033, 0.5841, -0.3635], [-1.3399, -0.5755, 0.5304], [1.0117, -1.0805, -0.5237], [-0.6309, -0.2580, -0.2125], [-0.5910, -0.0272, -0.0974], [0.1636, -0.5081, 0.7701], [0.0859, -0.2633, -0.7238], [0.0336, 0.0702, 0.1154], [-0.4801, -0.1151, -0.0268], [0.1861, 0.1420, 0.0337], [-0.2652, 0.0301, 0.0768], [-0.0591, 0.2942, 0.0570], [-0.2473, -0.0849, 0.0800], [1.0833, 0.9038, 0.0083], [-0.0386, -0.3604, -0.3954], [0.0745, -0.0896, 0.5044], [0.9011, -0.0877, 0.1133], [-0.6543, -0.5139, 0.5736], [0.1288, -0.0064, 0.1514], [-0.1303, 0.2148, -0.0053], [0.0779, -0.1329, -0.2301], [0.0855, 0.1671, -0.3247], [-0.1143, -0.0451, -0.3035], [-0.0576, 0.6887, 0.2604], [0.2125, 0.0972, -0.0598], [0.0295, 0.2246, -0.0003], [-0.1696, 0.0003, 0.0536], [0.0345, -0.1620, -0.0607], [-0.1363, -0.2108, 0.1708], [0.1045, 0.0945, 0.2281], [0.1800, 0.0645, -0.6145], [-0.9971, 0.3488, 3.4323], [0.1977, -0.3210, -0.5372], [-0.2231, -2.0308, -0.6836], [0.3350, 2.0317, -0.1565], [0.4634, 0.6123, -0.9143], [-0.0155, 0.1160, -0.0749], [0.1461, -0.0846, -0.1074], [-0.1547, -0.1153, -0.0514], [0.1173, 0.1716, -0.2535], [0.0128, -0.1864, -0.1218]], "nbo_charge": [-0.25, -0.50, 0.31, -0.26, -0.19, -0.12, -0.05, -0.67, 2.17, -0.90, -0.90, -0.21, -0.31, -0.18, -0.20, -0.20, -0.21, 2.17, -0.93, -0.92, -0.14, -0.27, 0.19, 0.18, 0.18, 0.21, 0.24, 0.33, 0.23, 0.22, 0.22, 0.24, 0.23, 0.22, -0.64, 0.26, -0.55, -0.16, -0.16, -0.61, 0.22, 0.19, 0.21, 0.17, 0.17]}